2 unconnected molecules or ions with the total composition C2H11N2 at a distorted geometry. Source: the OMol25 dataset; level of theory: the ωB97M-V functional and the def2-TZVPD basis.

relative energy (zero: lowest compared OMol25 entry of this formula, charge and spin) = 14.9 kcal/mol
HOMO-LUMO gap = 12.021 eV
LUMO level = -3.14 eV
HOMO energy = -15.16 eV

```
! wB97M-V def2-TZVPD RIJCOSX def2/J DEFGRID3
* xyz 1 1
N -1.3893 -1.7358 0.6012
H -1.6181 -1.8963 1.5820
H -0.5138 0.1306 0.5906
H -0.7733 -2.4773 0.2832
H -2.2317 -1.8524 0.0666
C 1.1773 -0.3436 -0.3806
N 0.3426 0.6640 0.3681
C -0.0212 1.8336 -0.4842
H 2.0599 0.1718 -0.7583
H 1.5808 -1.0834 0.3028
H 0.5558 -0.7848 -1.1475
H 0.9621 0.9597 1.1084
H -0.8788 1.6176 -1.1075
H 0.8387 2.0487 -1.1244
H -0.0908 2.7476 0.0994
*
```

Löwdin charges, unit e, in atom order: number 1, N, carries 0.0385; number 2, H, carries 0.0545; number 3, H, carries 0.1106; number 4, H, carries 0.0431; number 5, H, carries 0.0400; number 6, C, carries -0.0250; number 7, N, carries -0.0480; number 8, C, carries -0.0005; number 9, H, carries 0.1041; number 10, H, carries 0.1011; number 11, H, carries 0.0972; number 12, H, carries 0.1694; number 13, H, carries 0.1084; number 14, H, carries 0.1009; number 15, H, carries 0.1058

3 unconnected molecules or ions with the total composition C2H11N2O2. Source: the OMol25 dataset; level of theory: the ωB97M-V functional and the def2-TZVPD basis.

relative energy (zero: lowest compared OMol25 entry of this formula, charge and spin) = 2.1 kcal/mol
HOMO-LUMO gap = 11.833 eV
LUMO level = -2.72 eV
HOMO energy = -14.56 eV

```
! wB97M-V def2-TZVPD RIJCOSX def2/J DEFGRID3
* xyz 1 1
C -1.2690 1.5452 -0.0495
N 1.2255 -0.9760 0.8272
C 0.1405 -0.2316 0.7788
N -0.0184 0.7834 -0.0163
H -1.4253 1.9592 -1.0372
H -2.0728 0.8748 0.2388
H -1.2340 2.3527 0.6791
H 2.0902 -0.6592 0.3932
H 1.2281 -1.8086 1.3917
H -0.6794 -0.5304 1.4188
H 0.7352 0.9545 -0.6773
H -2.3936 -2.9750 0.1389
H -3.0434 -1.6235 0.0814
O -2.1684 -2.0372 0.0625
H 2.8479 0.3274 -2.0508
H 3.3648 1.3471 -1.0084
O 2.6719 0.6973 -1.1710
*
```

Löwdin charges, unit e, in atom order: number 1, C, carries -0.0117; number 2, N, carries 0.1903; number 3, C, carries -0.1668; number 4, N, carries 0.0297; number 5, H, carries 0.0999; number 6, H, carries 0.0829; number 7, H, carries 0.0976; number 8, H, carries 0.1067; number 9, H, carries 0.1335; number 10, H, carries 0.1477; number 11, H, carries 0.1220; number 12, H, carries 0.0567; number 13, H, carries 0.0505; number 14, O, carries -0.0590; number 15, H, carries 0.0835; number 16, H, carries 0.0763; number 17, O, carries -0.0399

3 unconnected molecules or ions with the total composition C2H11N2O2 at a distorted geometry. Source: the OMol25 dataset; level of theory: the ωB97M-V functional and the def2-TZVPD basis.

relative energy (zero: lowest compared OMol25 entry of this formula, charge and spin) = 31.7 kcal/mol
HOMO-LUMO gap = 9.681 eV
LUMO level = -2.88 eV
HOMO energy = -12.56 eV

```
! wB97M-V def2-TZVPD RIJCOSX def2/J DEFGRID3
* xyz 1 1
C -0.2549 1.0837 -0.7282
C 0.9839 1.3745 -1.1943
N 1.1626 2.3230 -2.1663
N -0.4622 -0.2090 -0.0551
H -1.0511 1.7971 -0.8221
H 1.8743 0.8058 -0.9767
H 2.0795 2.6204 -2.4611
H 0.5647 3.1391 -2.1105
H -0.0471 -0.9748 -0.5968
H -1.4619 -0.4387 0.0858
H 0.0007 -0.2406 0.8561
H 2.3872 -1.9370 1.9347
H 1.4336 -2.0740 3.1839
O 1.5158 -1.7371 2.2855
H -3.4748 -1.5861 0.4649
H -2.6886 -2.2108 1.5625
O -2.5620 -1.7355 0.7379
*
```

Löwdin charges, unit e, in atom order: number 1, C, carries -0.1003; number 2, C, carries -0.1697; number 3, N, carries 0.0763; number 4, N, carries 0.1679; number 5, H, carries 0.1147; number 6, H, carries 0.1281; number 7, H, carries 0.1043; number 8, H, carries 0.1095; number 9, H, carries 0.1699; number 10, H, carries 0.1116; number 11, H, carries 0.1391; number 12, H, carries 0.0431; number 13, H, carries 0.0502; number 14, O, carries -0.0559; number 15, H, carries 0.0742; number 16, H, carries 0.0718; number 17, O, carries -0.0346

2 unconnected molecules or ions with the total composition C2H11N3 at a distorted geometry. Source: the OMol25 dataset; level of theory: the ωB97M-V functional and the def2-TZVPD basis.

relative energy (zero: lowest compared OMol25 entry of this formula, charge and spin) = 26.5 kcal/mol
HOMO-LUMO gap (spin up / spin down) = 11.381 / 6.388 eV
LUMO level (spin up / spin down) = -3.22 / -8.09 eV
HOMO energy (spin up / spin down) = -14.60 / -14.48 eV

```
! wB97M-V def2-TZVPD RIJCOSX def2/J DEFGRID3
* xyz 1 2
C 1.3735 1.9282 0.3152
N 1.1014 0.5981 1.1268
H 0.8878 2.6307 0.9686
H 2.3850 2.0666 0.1446
H 0.9686 1.8996 -0.6395
H 1.7924 0.7131 1.9575
H 1.5223 -0.1967 0.7292
N -1.4358 -0.3804 0.2781
C -1.0052 -0.8438 -0.9830
N -0.5959 -2.1792 -1.1413
H -0.8881 0.3616 0.7540
H -2.3695 -0.5679 0.6247
H -0.2408 -0.1101 -1.2218
H -1.9917 -0.5688 -1.5976
H -0.1965 -2.4902 -0.2369
H -1.3074 -2.8609 -1.0784
*
```

Löwdin charges, unit e, in atom order: number 1, C, carries -0.0753; number 2, N, carries -0.0721; number 3, H, carries 0.0776; number 4, H, carries 0.0517; number 5, H, carries 0.0343; number 6, H, carries 0.1223; number 7, H, carries 0.0233; number 8, N, carries 0.2788; number 9, C, carries -0.3166; number 10, N, carries 0.0966; number 11, H, carries 0.1060; number 12, H, carries 0.1537; number 13, H, carries 0.1132; number 14, H, carries 0.2112; number 15, H, carries 0.1132; number 16, H, carries 0.0821

> The highest relative energy (zero: lowest compared OMol25 entry of this formula, charge and spin) belongs to which entry?

number 3